Formula: C3H2AuO3
Source: the Open Molecules 2025 dataset
Level of theory: wB97M-V/def2-TZVPD

Last column: Löwdin charge in e.
Geometry (Å):
1 O 0.28 0.98 0.73  0.057
2 O 1.39 -0.13 -0.79  -0.176
3 O 1.72 2.08 -0.61  0.083
4 C -0.06 -0.40 1.07  0.220
5 C 0.74 -1.13 0.03  -0.193
6 C 1.11 1.07 -0.29  -0.739
7 H 1.68 -1.72 0.46  0.119
8 Au 3.30 0.07 -0.01  0.500
9 H 0.15 -1.79 -0.64  0.130

Values from the calculation:
<S²>: 3.757
Net charge: 0
HOMO energy (spin up / spin down) (eV): -7.33 / -9.52
Spin multiplicity: 4
E (Ha): -476.634848
Molecular weight (g mol⁻¹): 283.01

***

Formula: C3H2Br2F2
Source: the Open Molecules 2025 dataset
Level of theory: wB97M-V/def2-TZVPD

Last column: Löwdin charge in e.
Geometry (Å):
1 C -1.07 -0.55 -0.98  -0.696
2 C 0.01 0.10 -1.04  -0.792
3 C 1.10 0.12 1.48  -0.228
4 F 0.29 -0.47 2.36  0.070
5 F 1.17 1.39 1.56  0.129
6 Br -2.59 -0.42 -2.19  0.587
7 Br 0.74 1.47 -1.88  0.799
8 H -1.34 -1.16 -0.16  0.028
9 H 1.69 -0.47 0.85  0.103

Values from the calculation:
Net charge: 0
HOMO energy (spin up / spin down) (eV): -8.76 / -8.33
E (Ha): -5463.085144
Energy relative to the best compared isomer or geometry (same formula, charge and spin) (kcal per mole): 92.25
Molecular weight (g mol⁻¹): 235.85